DFT (ωB97M-V/def2-TZVPD) results for C19H46N2O11PS2 as an isolated structure.

Output
E_tot = -2826.52696 Ha
highest occupied orbital energy = -0.2271 Eh
HOMO-LUMO gap = 8.195 eV
F_max = 1.16 eV Å⁻¹

ORCA input file:
```
! RIJCOSX wB97M-V def2-TZVPD def2/J DEFGRID3
* xyz -1 1
C 6.57715 0.98132 1.73806
C 5.97472 0.37588 0.47587
O 4.81151 -0.42082 0.77449
P 5.02491 -1.98474 1.02157
O 6.41914 -2.36353 1.34226
C 3.88614 -2.32216 2.36563
C 3.43181 -3.77159 2.51184
S 2.45514 -4.00139 4.03186
O 3.28172 -4.84236 4.86733
O 2.17945 -2.65878 4.49712
N 1.16727 -4.86011 3.68704
S -0.02614 -4.30496 2.83400
O -1.17158 -5.15332 3.01178
O 0.38447 -3.95972 1.49020
O -0.41328 -2.90206 3.52062
C -0.25913 -1.72404 2.73695
C -0.81501 -0.53152 3.51438
N -0.23176 0.72658 3.06676
C -0.86588 1.35727 1.92764
C -0.33441 0.95009 0.54640
C -0.98222 1.81133 -0.53528
O 1.08939 1.05065 0.49342
O 4.57010 -2.67034 -0.34219
C 3.54272 -2.09098 -1.17726
C 2.14887 -2.48140 -0.76089
H 6.40508 2.05785 1.77788
H 6.10173 0.54611 2.61468
H 7.65006 0.81391 1.79647
H 6.70428 -0.21073 -0.07446
H 5.60771 1.15916 -0.18686
H 4.48577 -2.08094 3.24419
H 3.05984 -1.60938 2.34915
H 4.32229 -4.37374 2.68949
H 2.92012 -4.18272 1.64536
H 0.80344 -1.54500 2.55095
H -0.76051 -1.84092 1.77818
H -1.89607 -0.49098 3.37555
H -0.61990 -0.69503 4.57456
H 0.75760 0.60603 2.90495
H -1.92979 1.11530 1.94083
H -0.78598 2.45117 1.99940
H -0.59699 -0.09597 0.38346
H -0.94724 1.30310 -1.49688
H -0.41383 2.73604 -0.64037
H -2.01149 2.05489 -0.27130
H 1.36084 1.74415 1.08855
H 3.65324 -1.00808 -1.20825
H 3.75398 -2.46504 -2.17954
H 1.88211 -2.05798 0.20851
H 1.42024 -2.11133 -1.48149
H 2.05847 -3.56119 -0.66310
C -1.83821 2.21522 -4.56890
C -2.28364 3.56757 -4.03901
O -1.27696 4.26677 -3.33264
C -0.10090 4.56789 -4.05852
C -0.32781 5.43351 -5.28693
H -1.48288 1.58782 -3.75180
H -2.66874 1.70768 -5.06076
H -1.03040 2.30495 -5.29653
H -3.09359 3.42407 -3.32342
H -2.68369 4.18511 -4.85243
H 0.43005 3.64907 -4.33215
H 0.53436 5.09776 -3.34900
H -0.94976 4.93556 -6.03184
H 0.62830 5.66697 -5.75653
H -0.81679 6.36861 -5.01015
C -7.06269 1.18890 0.07512
C -5.58784 1.14956 -0.28990
O -4.89013 0.03566 0.22872
C -5.34655 -1.23948 -0.18671
C -5.28108 -1.46477 -1.68766
H -7.18692 1.17506 1.15842
H -7.51777 2.09933 -0.31690
H -7.61031 0.34070 -0.33756
H -5.08580 2.02218 0.12932
H -5.46205 1.20857 -1.37819
H -6.36058 -1.42636 0.18534
H -4.69013 -1.94673 0.31862
H -5.93408 -0.78423 -2.23666
H -5.59140 -2.48343 -1.92134
H -4.26209 -1.32150 -2.04957
*
```

DFT (ωB97M-V/def2-TZVPD) results for C12H7N3O2PdSe4 as an isolated structure.

Output
E_tot = -10509.22398 Ha
highest occupied orbital energy (alpha / beta) = -0.5737 / -0.5737 Eh
HOMO-LUMO gap (alpha / beta) = 5.419 / 5.418 eV
energy above the lowest of the compared OMol25 structures with the same formula, charge and spin = 4.3 kJ/mol
F_max = 0.73 eV Å⁻¹

ORCA input file:
```
! RIJCOSX wB97M-V def2-TZVPD def2/J DEFGRID3
* xyz 2 1
Pd -1.87634 0.55538 -1.74203
O 1.43315 -0.92687 4.35589
N 2.17711 -0.91087 3.40011
O 3.34737 -1.19408 3.41577
C 1.57987 -0.61510 2.06148
C 2.45698 -0.52319 1.04559
C 2.01675 -0.21493 -0.27776
C 2.89776 -0.11084 -1.36750
C 2.39197 0.18624 -2.60573
C 1.01971 0.39024 -2.74585
N 0.16993 0.31025 -1.72936
C 0.65780 -0.00519 -0.50047
C -0.27338 -0.12972 0.57275
N -1.58509 0.05818 0.25238
C -2.49139 -0.03769 1.21263
C -2.15497 -0.33961 2.52750
C -0.84357 -0.54052 2.86759
C 0.15614 -0.43167 1.87518
H 3.50887 -0.67854 1.24337
H 3.95853 -0.27040 -1.22112
H 3.02868 0.26577 -3.47482
H 0.61297 0.61973 -3.72063
H -3.52832 0.12290 0.95123
H -2.93771 -0.41382 3.26854
H -0.57239 -0.77577 3.88239
Se -4.21927 0.75485 -1.47865
Se -5.33061 1.48374 -3.28343
Se -3.79864 1.89622 -4.85245
Se -1.80192 1.47530 -3.93257
*
```

DFT (ωB97M-V/def2-TZVPD) results for a 4-piece molecular cluster, C19H49BN4O15P3 overall.

Output
E_tot = -3149.75084 Ha
highest occupied orbital energy = -0.4290 Eh
HOMO-LUMO gap = 7.473 eV
F_max = 8.43 eV Å⁻¹

ORCA input file:
```
! RIJCOSX wB97M-V def2-TZVPD def2/J DEFGRID3
* xyz 1 1
C 7.20427 -2.54399 1.82438
C 7.77567 -1.15255 1.17142
O 6.82013 -0.03441 1.15057
B 5.53373 -0.44223 0.48791
O 5.55709 -0.82249 -0.94459
C 4.13906 -0.38547 1.41936
N 4.54272 0.27391 2.71529
C 3.50379 1.22853 3.25419
N 3.01016 1.09459 4.52803
N 3.00615 2.30415 2.26532
C 2.09466 1.48334 1.32856
C 3.03852 0.42064 0.51958
C 2.20900 -0.71299 -0.35212
C 0.64273 -0.89941 0.09383
O -0.31997 -0.62197 -0.82927
N 0.14277 -1.30974 1.46266
C 1.19693 -2.01585 2.28747
C -1.14111 -2.11286 1.40199
H 8.11956 -3.05828 2.38668
H 6.36718 -2.40884 2.63182
H 6.90351 -3.27308 0.95043
H 8.69206 -0.79728 1.83640
H 8.20988 -1.29806 0.06961
H 5.74894 -1.80406 -1.00999
H 3.85698 -1.53118 1.59675
H 4.59611 -0.52033 3.42188
H 2.92156 0.19908 5.05727
H 2.72091 1.99011 5.02281
H 2.38534 2.97823 2.76607
H 1.58587 2.29420 0.62520
H 1.28343 1.00624 2.02739
H 3.65623 1.04576 -0.28814
H 2.82337 -1.73513 -0.36611
H 2.20545 -0.35158 -1.48852
H 1.93357 -2.69162 1.66737
H 1.80150 -1.15830 2.85506
H 0.64458 -2.64414 3.13894
H -2.03870 -1.53807 0.91810
H -1.44372 -2.32781 2.53660
H -0.88945 -3.14227 0.89982
C -2.79325 -1.65845 -5.63233
O -3.95899 -2.30650 -5.16928
P -3.81290 -3.28767 -3.89532
O -2.89745 -4.44946 -4.10419
O -5.32357 -3.68612 -3.50784
C -6.39668 -3.11911 -4.22559
O -3.38973 -2.27641 -2.71486
C -2.11196 -2.44234 -2.13201
H -2.87627 -1.52134 -6.71307
H -2.71037 -0.67788 -5.15597
H -1.89598 -2.24594 -5.41979
H -6.39421 -3.49713 -5.25236
H -6.33434 -2.02782 -4.22437
H -7.33478 -3.41517 -3.74891
H -1.74335 -1.46388 -1.81374
H -1.39246 -2.86266 -2.84037
H -2.19162 -3.09367 -1.25810
C 0.22102 6.08778 -4.65381
O 0.03809 4.82018 -4.05961
P 1.29925 3.81208 -4.04563
O 1.80724 3.42940 -5.39727
O 0.82583 2.57392 -3.13246
C -0.44184 2.61098 -2.51613
O 2.35546 4.57768 -3.10039
C 3.57057 5.00652 -3.68310
H -0.72688 6.40706 -5.09339
H 0.51644 6.80836 -3.88647
H 0.98086 6.05705 -5.43938
H -1.22441 2.55067 -3.27844
H -0.56142 3.52117 -1.92279
H -0.53628 1.74744 -1.85259
H 3.89738 5.91905 -3.17808
H 3.45557 5.22970 -4.74757
H 4.33183 4.23397 -3.54912
C -6.06348 -2.14641 4.29651
O -5.12359 -1.25543 4.85875
P -4.48254 -0.13502 3.88883
O -3.71132 -0.67927 2.73106
O -3.63530 0.82079 4.86844
C -3.65249 0.58079 6.25781
O -5.75613 0.77425 3.50617
C -6.15910 0.80629 2.15099
H -5.98347 -3.10753 4.80987
H -7.07157 -1.74931 4.44271
H -5.88182 -2.30091 3.22949
H -3.13894 -0.36043 6.47583
H -4.67748 0.54863 6.63615
H -3.12015 1.39158 6.76194
H -7.24247 0.94532 2.11179
H -5.91695 -0.12530 1.63174
H -5.67449 1.64574 1.64624
*
```

Which of these has the highest E_tot? C19H46N2O11PS2

Among the records above, which one has the lowest F_max? C12H7N3O2PdSe4

Look up the F_max of the third one. 8.43 eV Å⁻¹